Here is 7 unconnected molecules or ions with the total composition C12H22Cl16O2 in a non-equilibrium geometry from the Open Molecules 2025 dataset. Energies are from ωB97M-V with the def2-TZVPD basis set.

Properties
E = -7983.5099 Ha
Gap between HOMO and LUMO (spin up / spin down) = 8.08 / 1.69 eV
HOMO (spin up / spin down) = -12.030 / -12.030 eV
LUMO level (spin up / spin down) = -3.948 / -10.336 eV
⟨S²⟩ = 0.755

Structure (ORCA input):
```
! RIJCOSX wB97M-V def2-TZVPD def2/J DEFGRID3
* xyz 1 2
C -23.671 -10.675 -25.629
Cl -25.365 -10.780 -25.065
Cl -22.770 -11.609 -24.422
Cl -23.660 -11.460 -27.192
Cl -23.053 -9.030 -25.685
C -20.447 -3.927 -26.662
Cl -19.544 -4.091 -25.138
Cl -19.371 -4.033 -28.046
Cl -21.514 -5.338 -26.908
Cl -21.167 -2.198 -26.683
C -24.392 -4.296 -23.973
C -23.011 -4.482 -23.369
O -23.081 -5.318 -22.211
O -24.951 -5.459 -24.563
H -24.324 -3.492 -24.707
H -25.064 -3.939 -23.193
H -22.534 -3.507 -23.275
H -22.318 -4.945 -24.071
H -23.273 -6.207 -22.517
H -25.043 -6.177 -23.934
Cl -31.246 -7.142 -27.584
C -30.496 -8.705 -27.816
C -31.224 -9.789 -27.024
Cl -30.713 -11.362 -27.362
H -29.419 -8.567 -27.727
H -30.791 -8.854 -28.855
H -32.292 -9.830 -27.237
H -31.079 -9.707 -25.946
Cl -28.678 -12.665 -32.324
C -28.895 -11.747 -30.818
C -27.837 -10.599 -30.691
Cl -26.106 -11.087 -30.772
H -28.804 -12.533 -30.069
H -29.888 -11.352 -30.606
H -27.967 -10.068 -29.748
H -28.082 -9.824 -31.417
Cl -20.008 -9.684 -29.365
C -21.246 -8.574 -29.935
C -21.491 -8.780 -31.412
Cl -22.704 -7.688 -32.123
H -20.899 -7.552 -29.789
H -22.092 -8.701 -29.260
H -21.713 -9.824 -31.631
H -20.606 -8.497 -31.983
Cl -26.772 -8.061 -28.217
C -25.071 -7.635 -28.320
C -24.990 -6.280 -27.942
Cl -25.442 -5.189 -29.252
H -24.754 -7.657 -29.363
H -24.453 -8.324 -27.745
H -23.918 -6.118 -27.832
H -25.563 -6.019 -27.052
*
```



Here is 2 unconnected molecules or ions with the total composition C3H5Cl in a non-equilibrium geometry from the Open Molecules 2025 dataset. Energies are from ωB97M-V with the def2-TZVPD basis set.

Properties
E = -577.3118 Ha
Relative energy (zero: lowest compared OMol25 entry of this formula, charge and spin) = 4.3931 eV
Gap between HOMO and LUMO (spin up / spin down) = 9.53 / 8.31 eV
HOMO (spin up / spin down) = -9.483 / -9.079 eV
LUMO level (spin up / spin down) = 0.046 / -0.774 eV

Structure (ORCA input):
```
! RIJCOSX wB97M-V def2-TZVPD def2/J DEFGRID3
* xyz 0 1
C -0.847 0.627 -0.218
C -1.637 -0.374 -0.150
C 2.022 -0.079 0.187
Cl -3.429 -0.168 -0.012
H -0.878 1.691 -0.177
H -1.395 -1.421 -0.182
H 1.836 -1.067 -0.185
H 2.335 0.682 -0.499
H 1.994 0.109 1.236
*
```



Here is C6H12N2O in the gas phase in a non-equilibrium geometry from the Open Molecules 2025 dataset. Energies are from ωB97M-V with the def2-TZVPD basis set.

Properties
SMILES = CC1=C(N)[C@H](N)[C@]1(C)O
E = -420.5180 Ha
Relative energy (zero: lowest compared OMol25 entry of this formula, charge and spin) = 1.7926 eV
Gap between HOMO and LUMO = 8.34 eV
HOMO = -7.510 eV
LUMO level = 0.830 eV

Structure (ORCA input):
```
! RIJCOSX wB97M-V def2-TZVPD def2/J DEFGRID3
* xyz 0 1
C -0.965 2.053 -0.316
C -0.205 0.770 -0.087
C 1.092 0.514 0.249
N 2.128 1.214 0.673
C 1.014 -0.970 -0.080
N 1.414 -1.281 -1.454
C -0.641 -0.668 -0.041
C -1.258 -1.182 1.251
O -1.428 -1.115 -1.152
H -0.310 2.926 -0.315
H -1.516 1.992 -1.262
H -1.749 2.169 0.439
H 3.055 0.806 0.719
H 2.053 2.188 0.944
H 1.419 -1.669 0.658
H 0.653 -1.074 -2.106
H 1.623 -2.265 -1.592
H -2.253 -0.750 1.406
H -1.366 -2.271 1.224
H -0.637 -0.936 2.118
H -2.123 -0.450 -1.277
*
```



Here is 2 unconnected molecules or ions with the total composition C7H14NOS2 in a non-equilibrium geometry from the Open Molecules 2025 dataset. Energies are from ωB97M-V with the def2-TZVPD basis set.

Properties
E = -1201.1543 Ha
Gap between HOMO and LUMO = 6.46 eV
HOMO = -11.145 eV
LUMO level = -4.686 eV

Structure (ORCA input):
```
! RIJCOSX wB97M-V def2-TZVPD def2/J DEFGRID3
* xyz 1 1
C 4.455 0.840 -0.386
C 3.675 1.447 -1.590
S 2.422 2.702 -1.148
C 1.213 1.887 -0.055
S 0.265 0.542 -0.885
O -1.176 1.149 -1.381
H 4.059 1.134 0.589
H 5.513 1.107 -0.431
H 4.419 -0.255 -0.428
H 4.382 1.963 -2.245
H 3.275 0.626 -2.200
H 0.467 2.610 0.292
H 1.715 1.438 0.811
H 0.983 0.342 -2.046
H -1.864 0.683 -0.880
N -3.421 -1.682 0.065
C -2.441 -2.362 0.746
C -2.740 -2.302 2.082
C -3.945 -1.564 2.215
C -4.345 -1.198 0.956
H -3.461 -1.564 -0.930
H -1.622 -2.827 0.222
H -2.160 -2.743 2.876
H -4.463 -1.333 3.130
H -5.202 -0.640 0.618
*
```